Entry 1:
ORCA calculation (ωB97M-V with the def2-TZVPD basis set) on a molecular structure, C52H62BrCaGeN7Si in a non-equilibrium geometry.

Each line ends with the Mulliken charge.
Atoms and positions in Å:
Ca1 -0.312 -0.417 0.950  3.23
C1 1.414 -2.823 4.545  -1.17
C2 2.510 -2.813 3.516  1.37
C3 3.404 -3.875 3.454  -0.96
C4 4.422 -3.903 2.513  -0.98
C5 4.565 -2.842 1.638  -0.65
C6 3.699 -1.751 1.670  1.00
C7 3.945 -0.599 0.726  -1.35
C8 2.659 -1.765 2.600  -1.62
N1 1.692 -0.689 2.596  1.84
C9 1.842 0.306 3.365  0.49
C10 2.996 0.494 4.306  -2.18
C11 0.819 1.457 3.295  0.60
C12 0.992 2.593 4.259  -2.29
N2 -0.104 1.387 2.431  1.17
C13 -0.968 2.504 2.138  -0.59
C14 -2.315 2.445 2.492  0.80
C15 -2.881 1.262 3.232  -0.87
C16 -3.131 3.516 2.144  -1.00
C17 -2.630 4.599 1.441  -1.08
C18 -1.296 4.616 1.067  -1.15
C19 -0.441 3.574 1.408  1.30
C20 0.995 3.585 0.947  -1.36
H1 1.598 -3.604 5.282  0.51
H2 0.443 -3.015 4.090  0.15
H3 1.335 -1.872 5.076  0.16
H4 3.291 -4.692 4.157  0.39
H5 5.105 -4.742 2.473  0.39
H6 5.376 -2.836 0.917  0.45
H7 5.018 -0.418 0.637  0.57
H8 3.463 0.324 1.042  0.08
H9 3.551 -0.812 -0.268  0.05
H10 3.682 -0.344 4.242  0.48
H11 2.648 0.589 5.337  0.41
H12 3.536 1.410 4.060  0.41
H13 0.982 2.208 5.281  0.49
H14 0.195 3.321 4.143  0.44
H15 1.952 3.093 4.115  0.43
H16 -2.395 1.111 4.198  0.32
H17 -2.763 0.330 2.671  -0.06
H18 -3.946 1.400 3.413  0.51
H19 -4.178 3.484 2.420  0.42
H20 -3.279 5.426 1.180  0.53
H21 -0.904 5.447 0.493  0.41
H22 1.160 4.418 0.264  0.44
H23 1.254 2.661 0.422  0.15
H24 1.695 3.705 1.780  0.22
Br1 -3.185 -0.391 -5.773  -0.19
C21 -2.507 -1.159 -4.173  -0.67
C22 -3.383 -1.560 -3.179  -0.62
C23 -2.889 -2.084 -1.995  -0.82
C24 -1.513 -2.201 -1.775  0.25
C25 -0.650 -1.840 -2.817  -0.11
C26 -1.144 -1.311 -4.001  -0.40
N3 -1.034 -2.631 -0.532  2.22
C27 -1.892 -3.436 0.305  -1.74
C28 -2.022 -3.190 1.634  0.23
C29 -2.757 -4.101 2.501  -1.46
C30 -2.908 -3.836 3.813  -0.62
C31 -2.320 -2.660 4.387  -1.22
C32 -1.615 -1.861 3.546  -0.94
N4 -1.439 -2.058 2.212  0.84
H25 -4.451 -1.469 -3.326  0.44
H26 -3.572 -2.380 -1.209  0.57
H27 0.420 -1.942 -2.705  0.45
H28 -0.459 -1.022 -4.790  0.46
H29 -2.412 -4.265 -0.161  0.29
H30 -3.175 -4.997 2.059  0.47
H31 -3.464 -4.523 4.442  0.39
H32 -2.414 -2.421 5.437  0.49
H33 -1.128 -0.973 3.949  0.36
C33 -4.434 1.527 -1.286  -1.50
C34 -3.582 0.889 -0.404  -0.50
N5 -2.256 0.866 -0.556  1.11
C35 -1.745 1.489 -1.623  -0.60
C36 -2.518 2.162 -2.557  0.44
C37 -3.893 2.175 -2.383  -0.10
C38 -1.837 2.742 -3.739  -0.84
C39 -1.760 4.006 -4.144  -0.75
C40 -2.296 5.222 -3.503  1.12
C41 -1.993 6.464 -4.050  -0.95
C42 -2.478 7.584 -3.408  -0.19
N6 -3.227 7.511 -2.306  -0.64
C43 -3.470 6.276 -1.871  -0.22
N7 -3.044 5.133 -2.398  -0.19
H34 -5.503 1.509 -1.118  0.49
H35 -3.977 0.360 0.458  0.40
H36 -0.668 1.441 -1.739  0.08
H37 -4.527 2.687 -3.097  0.53
H38 -1.309 2.010 -4.346  0.44
H39 -1.192 4.197 -5.049  0.27
H40 -1.394 6.548 -4.948  0.39
H41 -2.262 8.579 -3.782  0.40
H42 -4.089 6.191 -0.982  0.51
C44 3.877 -0.219 -3.653  -0.95
Si1 2.927 1.244 -2.997  -0.75
C45 1.989 2.043 -4.391  -0.86
C46 4.145 2.468 -2.290  -0.96
C47 1.801 0.695 -1.690  -0.74
C48 1.077 0.316 -0.767  0.43
H43 4.496 0.072 -4.508  0.39
H44 3.206 -1.020 -3.976  0.28
H45 4.538 -0.626 -2.881  0.29
H46 2.679 2.373 -5.174  0.40
H47 1.424 2.912 -4.040  0.16
H48 1.280 1.339 -4.839  0.22
H49 4.894 2.744 -3.039  0.37
H50 4.666 2.030 -1.433  0.27
H51 3.647 3.381 -1.952  0.27
C49 2.603 -4.425 -2.075  -1.19
Ge1 1.023 -4.681 -0.963  0.51
C50 -0.366 -5.571 -1.996  -1.25
C51 1.430 -5.734 0.620  -0.96
C52 0.404 -2.903 -0.356  -0.20
H52 3.045 -5.384 -2.350  0.45
H53 3.357 -3.835 -1.546  0.29
H54 2.329 -3.894 -2.990  0.35
H55 0.062 -6.437 -2.507  0.47
H56 -0.797 -4.903 -2.744  0.33
H57 -1.161 -5.915 -1.334  0.32
H58 1.809 -6.724 0.358  0.44
H59 0.509 -5.848 1.198  0.34
H60 2.170 -5.228 1.244  0.07
H61 0.602 -2.857 0.725  0.01
H62 1.003 -2.121 -0.826  -0.06

Properties
2S+1 = 1
HOMO level = -5.8 eV
Charge = 0
Kohn-Sham gap = 5.143 eV
F_max = 1.504 eV/A
ΔE to the lowest compared entry with this formula, charge and spin = 9.9 kcal/mol



Entry 2:
ORCA calculation (ωB97M-V with the def2-TZVPD basis set) on a molecular structure, C6H14NS in a non-equilibrium geometry.

Each line ends with the Mulliken charge.
Atoms and positions in Å:
C1 -2.512 -0.751 -0.688  -0.41
C2 -3.223 0.560 -0.273  -0.65
S1 -4.800 0.328 0.524  -0.10
C3 -1.187 -0.932 0.014  -1.03
N1 -0.021 0.290 -0.435  -0.45
C4 1.205 -0.249 0.130  -0.45
C5 2.252 0.861 0.052  -0.37
C6 3.559 0.489 0.727  -1.22
H1 -2.365 -0.778 -1.777  0.31
H2 -3.161 -1.587 -0.433  0.39
H3 -3.363 1.170 -1.170  0.30
H4 -2.537 1.158 0.341  0.32
H5 -1.269 -0.625 1.054  0.49
H6 -0.812 -1.953 -0.051  0.43
H7 -0.437 -0.367 -1.024  0.26
H8 1.623 -1.130 -0.383  0.28
H9 1.094 -0.534 1.193  0.29
H10 1.817 1.749 0.509  0.33
H11 2.392 1.145 -0.997  0.29
H12 4.317 1.274 0.629  0.35
H13 4.013 -0.397 0.268  0.32
H14 3.413 0.277 1.789  0.32

Properties
2S+1 = 2
HOMO level (spin up / spin down) = -9.3 / -8.9 eV
<S²> = 0.753
Charge = 0
Kohn-Sham gap (spin up / spin down) = 10.348 / 7.002 eV
F_max = 5.040 eV/A
ΔE to the lowest compared entry with this formula, charge and spin = 51.5 kcal/mol



Entry 3:
ORCA calculation (ωB97M-V with the def2-TZVPD basis set) on 2 unconnected molecules or ions with the total composition C4H12N2O2 in a non-equilibrium geometry.

Each line ends with the Mulliken charge.
Atoms and positions in Å:
C1 1.887 -0.191 -0.277  -0.93
N1 0.658 -0.392 -1.103  -0.37
C2 -0.503 -0.665 -0.301  0.22
C3 -0.959 0.620 0.537  -1.09
C4 -0.536 -1.856 0.585  0.32
N2 -1.766 -2.724 0.617  -0.51
O1 0.266 -2.090 1.405  -0.49
H1 2.420 -1.182 -0.171  0.25
H2 2.472 0.594 -0.477  0.45
H3 1.573 -0.053 0.802  0.22
H4 0.680 0.148 -1.941  0.23
H5 -1.144 -0.987 -1.127  0.28
H6 -0.452 0.973 1.470  0.31
H7 -2.104 0.474 0.666  0.31
H8 -1.002 1.564 -0.064  0.31
H9 -1.762 -3.525 1.166  0.25
H10 -2.655 -2.165 0.676  0.22
O2 0.941 4.162 -0.549  -0.64
H11 1.344 4.074 -1.407  0.31
H12 0.643 3.220 -0.507  0.32

Properties
2S+1 = 1
Structure (SMILES) = CN[C@H](C)C(N)=O.O
HOMO level = -8.8 eV
Charge = 0
Kohn-Sham gap = 9.307 eV
F_max = 6.004 eV/A
ΔE to the lowest compared entry with this formula, charge and spin = 77.9 kcal/mol